1.
This record from the Open Molecules 2025 dataset describes a 3-piece molecular cluster, C4H11NO2 overall. The level of theory is ωB97M-V/def2-TZVPD.

- Spin multiplicity: 1

XYZ file:
```
18
C4H11NO2 ωB97M-V/def2-TZVPD
C -2.1110 3.3202 0.7350
C -0.9514 -1.3534 -0.2090
C 0.5221 -1.1163 -0.2141
C 2.6158 -1.8133 -0.6916
H -0.5919 2.1898 1.1148
H -3.3158 3.6621 0.8550
H -1.4029 4.2762 0.7247
H -2.2121 2.7453 -0.3273
H -1.1950 -2.3279 0.3957
H -1.0815 -1.3619 -1.3195
H -1.4685 -0.4517 0.2765
H 1.2660 -3.4259 0.4126
H 2.9204 -0.6386 -0.3310
H 3.3891 -2.4965 -0.4537
H 2.8017 -1.7439 -1.7673
N 1.2467 -2.2153 -0.4335
O -1.3833 2.6144 1.6771
O 0.9517 0.1366 -0.4445
```

---

2.
This record from the Open Molecules 2025 dataset describes one molecule with the formula C4H11NO2. The level of theory is ωB97M-V/def2-TZVPD.

- Spin multiplicity: 1
- SMILES string: N[C@@H](CO)CCO

XYZ file:
```
18
C4H11NO2 ωB97M-V/def2-TZVPD
N -1.4002 -0.5282 0.3095
C -0.4494 0.4601 -0.1859
C -0.7033 1.9143 0.5882
O -2.0557 2.3437 0.5772
C 1.0929 -0.0512 -0.0301
C 1.4114 -1.2276 -0.9191
O 0.9973 -2.5731 -0.4873
H -1.1257 -0.6732 1.2256
H -1.1217 -1.3789 -0.2203
H -0.6017 0.6616 -1.2436
H -0.2076 2.8153 0.2227
H -0.1989 1.6606 1.5972
H -2.3051 1.4444 0.3511
H 1.2268 -0.4271 0.9460
H 1.8069 0.7617 -0.0492
H 2.4652 -1.3716 -0.8881
H 0.9123 -1.2849 -1.9708
H 0.2564 -2.5457 0.1771
```

---

3.
This record from the Open Molecules 2025 dataset describes a 2-piece molecular cluster, C4H11NO2 overall. The level of theory is ωB97M-V/def2-TZVPD.

- Spin multiplicity: 1
- SMILES string: CCCO.NC=O

XYZ file:
```
18
C4H11NO2 ωB97M-V/def2-TZVPD
C 1.8351 -2.6176 1.2731
C 1.5898 -1.8047 -0.0002
C 0.4612 -0.7957 0.1557
O 0.1577 -0.2391 -1.1167
H 0.9040 -3.1004 1.5700
H 2.5531 -3.4075 1.0612
H 2.1957 -1.9959 2.0908
H 1.3309 -2.4951 -0.8045
H 2.4771 -1.2543 -0.3211
H 0.7572 0.0043 0.8476
H -0.4152 -1.2875 0.5841
H -0.7908 -0.0781 -1.1796
N -0.5113 2.5450 -0.3988
C -1.7363 2.1619 -0.0185
O -2.0981 1.0034 0.0879
H 0.1183 1.8034 -0.6716
H -0.2547 3.4738 -0.6615
H -2.4303 2.9808 0.2228
```

---

4.
This record from the Open Molecules 2025 dataset describes one molecule with the formula C4H11NO2. The level of theory is ωB97M-V/def2-TZVPD.

- Spin multiplicity: 1
- SMILES string: OCCCNCO

XYZ file:
```
18
C4H11NO2 ωB97M-V/def2-TZVPD
O 2.2308 -0.5727 -0.3032
C 1.4239 -1.7473 -0.5597
C -0.0448 -1.3623 -0.4370
C -0.2916 -0.7199 0.9602
N -0.3815 0.7397 0.8222
C -1.6105 1.2890 0.3299
O -1.4322 2.2269 -0.7340
H 2.3385 -0.1655 -1.1563
H 1.6232 -2.1319 -1.5600
H 1.7773 -2.4801 0.1617
H -0.7527 -2.1930 -0.5456
H -0.3098 -0.6268 -1.1930
H 0.5769 -1.0336 1.5416
H -1.0649 -0.9930 1.6909
H 0.1321 1.3732 1.4120
H -2.1007 1.7651 1.1734
H -2.2088 0.4786 -0.1013
H -0.4855 2.2763 -0.9089
```

---

5.
This record from the Open Molecules 2025 dataset describes a 2-piece molecular cluster, C4H11NO2 overall. The level of theory is ωB97M-V/def2-TZVPD.

- Spin multiplicity: 1
- SMILES string: CC(=O)O.CCN

XYZ file:
```
18
C4H11NO2 ωB97M-V/def2-TZVPD
C -0.7580 3.4301 -0.7521
C -0.8712 2.2182 0.1132
O -1.3949 1.2855 -0.4408
O -0.1288 2.2591 1.3378
H -0.7399 4.3182 -0.2762
H -1.6486 3.4988 -1.4199
H 0.0000 3.7082 -1.5707
H -0.7391 1.9757 1.9527
C 0.0553 -2.9198 0.7898
C 0.9484 -2.4518 -0.4042
N 1.3117 -0.9981 -0.5698
H -0.9818 -2.7192 0.5512
H 0.2613 -2.3743 1.6961
H -0.0287 -3.9932 1.0082
H 1.9432 -3.1767 -0.4310
H 0.4562 -2.8637 -1.3353
H 0.4973 -0.3908 -0.5956
H 1.8175 -0.8061 0.3468
```

---

6.
This record from the Open Molecules 2025 dataset describes C4H11NO2 as an isolated structure. The level of theory is ωB97M-V/def2-TZVPD.

- Spin multiplicity: 1

XYZ file:
```
18
C4H11NO2 ωB97M-V/def2-TZVPD
C -0.0133 1.6364 -0.2567
C 1.2665 1.4542 -1.0415
O 0.0832 1.5631 1.1183
H 1.0079 1.4420 1.4267
H -0.5309 2.5600 -0.5359
H -0.7737 0.5541 -0.4687
H 1.9895 2.2340 -0.7865
H 1.0612 1.4905 -2.1084
H 1.7253 0.4987 -0.7993
N 0.9088 -1.1111 1.4719
C -1.0098 -1.1734 0.0214
C -1.7287 -1.9557 -0.8182
O 0.3629 -1.4690 0.2112
H 0.2690 -0.4857 1.9706
H 0.9524 -1.9569 2.0400
H -1.4991 -0.8204 0.9285
H -2.7932 -2.0466 -0.6921
H -1.2778 -2.4142 -1.6813
```

---

7.
This record from the Open Molecules 2025 dataset describes a 3-piece molecular cluster, C4H11NO2 overall. The level of theory is ωB97M-V/def2-TZVPD.

- Spin multiplicity: 1
- SMILES string: C=N/C=C/C.O.O

XYZ file:
```
18
C4H11NO2 ωB97M-V/def2-TZVPD
C 0.6364 -1.2050 2.7004
N 0.5537 -1.9927 1.7137
C 0.3282 -1.4721 0.4290
C -0.1383 -0.2821 0.0340
C -0.2282 0.0536 -1.4061
H 0.6407 -0.0971 2.7223
H 0.7593 -1.5975 3.7213
H 0.5654 -2.1458 -0.3967
H -0.5783 0.3934 0.7769
H -1.2268 -0.0878 -1.8515
H 0.4625 -0.5586 -2.0107
H -0.1612 1.1475 -1.6330
O 3.2521 -1.1261 -1.4100
H 2.7878 -0.3579 -1.7454
H 2.9355 -1.3234 -0.5292
O -3.4278 3.3199 -0.0734
H -3.5264 3.0702 -0.9924
H -3.6346 4.2614 -0.0492
```

---

8.
This record from the Open Molecules 2025 dataset describes a 2-piece molecular cluster, C4H11NO2 overall. The level of theory is ωB97M-V/def2-TZVPD.

- Spin multiplicity: 1
- SMILES string: CC(C)O.NC=O

XYZ file:
```
18
C4H11NO2 ωB97M-V/def2-TZVPD
C 0.8440 -0.3093 1.3365
C 0.4532 0.9112 0.5444
C 1.5851 1.6012 -0.1732
O -0.7254 0.6426 -0.5094
H -0.0435 -0.7935 1.7532
H 1.4883 -0.0154 2.1743
H 1.3880 -1.0280 0.7201
H -0.0685 1.6191 1.1913
H 1.2039 2.4367 -0.7668
H 2.1115 0.9157 -0.8401
H 2.2693 2.0433 0.5616
H -1.3747 1.3661 -0.5175
N -2.1342 -1.4987 -0.4636
C -1.1204 -1.4387 -1.4207
O -0.2016 -2.2813 -1.4249
H -1.8627 -0.9883 0.3762
H -2.5501 -2.3929 -0.2408
H -1.2622 -0.7898 -2.3007
```

---

HOMO energy: -0.357, -0.366, -0.367, -0.316, -0.342, -0.311, -0.335, -0.340 (Eh)
Orbital gap: 0.329, 0.394, 0.402, 0.349, 0.363, 0.348, 0.354, 0.365 (Eh)
Lowest unoccupied orbital energy: -0.75, 0.77, 0.94, 0.89, 0.55, 1.01, 0.51, 0.69 (eV)